[1]
This record from the Open Molecules 2025 dataset describes an isolated molecule of C23H30N4O3S2. The level of theory is ωB97M-V/def2-TZVPD.

- structure (SMILES) = Cc1cccn2c(=O)c(/C=C3\SC(=S)N(CC(C)C)C3=O)c(NCCCOC(C)C)nc12
- energy above the lowest of the compared OMol25 structures with the same formula, charge and spin (eV) = 0.1696
- total charge = 0

```
62
Properties=species:S:1:pos:R:3:lowdin_charge:R:1
C -4.077 -0.058 2.507 -0.03
C -3.634 -1.238 1.710 -0.20
C -4.353 -2.391 1.596 -0.01
C -3.872 -3.459 0.807 -0.04
C -2.683 -3.331 0.170 -0.02
N -1.948 -2.191 0.274 0.11
C -2.390 -1.122 1.014 -0.22
N -1.748 0.015 1.053 0.19
C -0.586 0.162 0.406 -0.26
N -0.110 1.412 0.325 0.03
H 0.692 1.578 -0.262 0.10
C -0.846 2.568 0.769 -0.17
H -0.189 3.188 1.386 0.12
C -1.371 3.392 -0.410 -0.14
C -2.337 2.599 -1.287 -0.23
O -3.510 2.325 -0.560 -0.13
C -4.581 1.808 -1.331 -0.45
C -5.856 2.000 -0.515 -0.04
H -5.820 1.386 0.380 0.07
H -6.723 1.718 -1.106 0.08
H -5.950 3.041 -0.218 0.08
C -4.386 0.332 -1.691 -0.03
H -5.242 -0.022 -2.259 0.08
H -4.294 -0.259 -0.784 0.06
H -3.492 0.190 -2.295 0.08
H -4.658 2.393 -2.264 0.14
H -1.856 1.668 -1.622 0.12
H -2.585 3.189 -2.184 0.13
H -1.890 4.266 -0.018 0.12
H -0.537 3.729 -1.029 0.12
H -1.684 2.208 1.365 0.11
C 0.070 -0.935 -0.205 -0.07
C 1.393 -0.948 -0.729 -0.01
C 2.498 -0.245 -0.374 -0.40
C 3.780 -0.468 -1.035 -0.46
O 3.963 -1.129 -2.032 0.10
N 4.796 0.225 -0.381 -0.09
C 4.426 1.048 0.628 -1.08
S 5.382 2.099 1.434 0.67
S 2.701 0.898 0.948 1.03
C 6.162 0.118 -0.849 -0.14
H 6.656 1.074 -0.659 0.10
H 6.101 -0.063 -1.926 0.13
C 6.958 -1.022 -0.191 -0.39
C 7.184 -0.781 1.298 -0.10
H 7.828 -1.557 1.706 0.08
H 7.654 0.184 1.470 0.06
H 6.243 -0.804 1.843 0.07
C 6.293 -2.378 -0.416 -0.07
H 6.065 -2.531 -1.468 0.07
H 6.952 -3.176 -0.082 0.08
H 5.363 -2.451 0.146 0.08
H 7.932 -1.024 -0.694 0.14
H 1.573 -1.716 -1.476 0.13
C -0.665 -2.154 -0.380 -0.36
O -0.306 -3.138 -0.997 0.07
H -2.233 -4.098 -0.444 0.13
H -4.441 -4.368 0.713 0.11
H -5.300 -2.493 2.105 0.12
H -5.088 -0.196 2.879 0.08
H -3.403 0.093 3.349 0.09
H -4.022 0.837 1.890 0.07
```

[2]
This record from the Open Molecules 2025 dataset describes a structure of composition C49H100F24N10O20S8 at a distorted geometry. The level of theory is ωB97M-V/def2-TZVPD.

- calculated total energy (hartree) = -9560.71423
- total charge = +2

```
211
Properties=species:S:1:pos:R:3:lowdin_charge:R:1
C 6.506 -0.981 10.330 -0.03
C 5.922 0.248 9.569 -0.20
C 5.094 -0.143 8.199 -0.13
O 4.541 1.043 7.602 -0.18
C 3.965 0.677 6.387 -0.12
N 5.063 1.089 10.566 0.22
H 4.404 0.669 11.205 0.17
H 5.647 1.735 11.078 0.17
H 4.492 1.687 9.987 0.15
H 7.149 -0.679 11.157 0.09
H 7.269 -1.402 9.676 0.10
H 5.774 -1.716 10.664 0.09
H 6.630 1.022 9.270 0.15
H 4.280 -0.846 8.377 0.13
H 5.703 -0.645 7.447 0.13
H 3.028 0.137 6.527 0.09
H 4.557 0.055 5.715 0.09
H 3.731 1.560 5.792 0.10
C 1.379 -3.851 1.640 -0.02
C 2.822 -3.423 1.581 -0.30
C 3.679 -4.509 0.984 -0.23
O 3.329 -4.770 -0.337 -0.18
C 4.098 -5.865 -0.933 -0.03
N 3.031 -2.187 0.716 0.24
H 3.951 -1.775 0.784 0.04
H 2.909 -2.458 -0.249 0.13
H 2.293 -1.529 0.921 0.07
H 0.977 -3.798 0.629 0.07
H 0.955 -3.011 2.190 0.06
H 1.052 -4.733 2.191 0.11
H 3.127 -3.203 2.604 0.14
H 3.562 -5.322 1.700 0.14
H 4.733 -4.234 1.015 0.12
H 3.983 -6.704 -0.247 0.09
H 5.148 -5.624 -1.095 0.10
H 3.580 -6.238 -1.817 0.08
C -0.810 -3.180 -10.073 -0.08
C -0.293 -2.598 -8.756 -0.23
C -0.431 -3.566 -7.588 -0.12
N 0.338 -3.194 -6.260 -0.17
C 0.100 -4.418 -5.314 -0.05
C 1.142 -4.458 -4.083 -0.11
C 2.594 -4.096 -4.521 -0.18
C 2.793 -2.903 -5.451 -0.16
C 1.850 -3.009 -6.639 -0.09
C -0.334 -1.891 -5.638 0.06
H -0.892 -2.377 -10.805 0.08
H -1.791 -3.647 -9.985 0.08
H -0.112 -3.835 -10.595 0.08
H -0.785 -1.666 -8.478 0.10
H 0.753 -2.333 -8.911 0.10
H -0.240 -4.572 -7.963 0.13
H -1.443 -3.587 -7.184 0.11
H 0.256 -5.285 -5.956 0.13
H -0.960 -4.378 -5.066 0.08
H 1.232 -5.488 -3.736 0.10
H 0.754 -3.809 -3.298 0.08
H 2.994 -4.966 -5.042 0.11
H 3.264 -3.812 -3.710 0.11
H 3.774 -2.974 -5.920 0.13
H 2.789 -1.938 -4.944 0.12
H 2.027 -3.829 -7.335 0.14
H 1.964 -2.099 -7.229 0.11
H -1.369 -2.029 -5.324 0.09
H -0.173 -1.005 -6.252 0.08
H 0.228 -1.583 -4.757 0.07
C 3.382 4.844 1.213 -0.08
C 1.904 4.641 0.876 -0.22
C 1.184 5.988 0.774 -0.10
N -0.356 5.792 0.844 -0.21
C -0.843 7.230 0.512 -0.08
C -2.343 7.309 0.800 -0.17
C -2.706 6.933 2.235 -0.18
C -2.204 5.576 2.727 -0.15
C -0.749 5.354 2.313 -0.08
C -0.883 4.792 -0.186 0.05
H 3.801 5.725 0.727 0.08
H 4.069 4.064 0.885 0.07
H 3.623 4.986 2.266 0.08
H 1.581 3.994 1.692 0.10
H 1.901 4.067 -0.050 0.09
H 1.376 6.496 -0.172 0.14
H 1.446 6.615 1.626 0.13
H -0.325 7.763 1.310 0.13
H -0.436 7.520 -0.457 0.14
H -2.728 8.287 0.511 0.13
H -2.877 6.690 0.079 0.11
H -2.426 7.788 2.850 0.12
H -3.788 7.069 2.215 0.12
H -2.414 5.386 3.780 0.10
H -2.724 4.730 2.277 0.12
H -0.063 5.834 3.011 0.13
H -0.573 4.288 2.455 0.10
H -0.387 3.858 0.078 0.09
H -0.748 5.038 -1.239 0.11
H -1.958 4.749 -0.010 0.10
C -5.408 -1.690 0.410 -0.11
C -5.633 -0.866 -0.794 -0.25
C -5.047 -1.286 -2.153 -0.09
N -4.949 -0.156 -3.234 -0.21
C -4.589 -0.896 -4.559 -0.09
C -4.282 0.100 -5.675 -0.16
C -3.085 0.921 -5.297 -0.20
C -3.433 1.709 -4.078 -0.14
C -3.831 0.844 -2.818 -0.06
C -6.332 0.457 -3.441 0.03
H -6.287 -1.600 1.047 0.08
H -4.495 -1.606 1.000 0.08
H -5.532 -2.748 0.181 0.08
H -5.315 0.150 -0.560 0.10
H -6.722 -0.884 -0.834 0.11
H -5.808 -1.945 -2.570 0.12
H -4.172 -1.934 -2.130 0.12
H -3.813 -1.612 -4.287 0.11
H -5.467 -1.469 -4.859 0.13
H -4.123 -0.461 -6.596 0.13
H -5.097 0.756 -5.980 0.12
H -2.215 0.283 -5.144 0.11
H -2.938 1.656 -6.089 0.12
H -2.593 2.323 -3.755 0.11
H -4.292 2.371 -4.190 0.11
H -2.980 0.238 -2.508 0.11
H -4.108 1.369 -1.904 0.12
H -6.399 1.153 -4.277 0.10
H -6.617 0.988 -2.532 0.10
H -7.005 -0.400 -3.402 0.11
C -3.289 2.109 11.025 -0.10
O -3.354 2.050 9.614 -0.18
C -4.138 0.949 9.147 -0.20
C -4.055 0.838 7.629 -0.05
N -2.563 0.798 7.130 0.11
H -1.963 1.339 7.736 0.15
H -2.214 -0.138 7.285 0.17
C -2.429 1.268 5.626 -0.04
C -1.743 2.630 5.514 -0.16
O -2.672 3.543 6.150 -0.20
C -2.075 4.701 6.763 -0.09
H -2.794 2.988 11.437 0.09
H -2.750 1.232 11.386 0.09
H -4.196 2.149 11.627 0.10
H -5.175 0.981 9.482 0.14
H -3.812 0.012 9.598 0.12
H -4.497 1.749 7.225 0.13
H -4.554 -0.029 7.197 0.14
H -3.448 1.306 5.242 0.13
H -2.026 0.466 5.008 0.11
H -1.637 2.996 4.492 0.12
H -0.782 2.624 6.028 0.13
H -2.853 5.447 6.928 0.10
H -1.338 5.250 6.176 0.08
H -1.559 4.534 7.708 0.08
C 0.008 1.701 -8.164 -0.66
F -1.047 1.229 -7.478 0.10
F 0.270 0.744 -9.038 0.13
F -0.183 2.803 -8.853 0.16
S 1.564 1.980 -7.032 0.68
O 2.174 0.687 -6.874 -0.32
O 2.501 2.881 -7.753 -0.30
N 0.815 2.752 -5.705 -0.30
S 1.586 2.203 -4.483 0.57
O 1.046 0.882 -4.051 -0.35
O 3.054 2.272 -4.594 -0.30
C 1.135 3.455 -3.112 -0.60
F -0.103 3.200 -2.661 0.09
F 1.987 3.352 -2.075 0.10
F 1.160 4.729 -3.612 0.10
C -0.138 -1.521 -1.481 -0.61
F -0.693 -1.342 -2.687 0.13
F -0.666 -2.549 -0.809 0.13
F 1.136 -1.861 -1.740 0.12
S -0.243 0.037 -0.370 0.68
O 0.468 1.069 -1.070 -0.28
O -1.634 0.311 -0.162 -0.29
N 0.665 -0.482 1.029 -0.30
S 0.174 0.399 2.216 0.57
O -0.081 1.804 1.953 -0.34
O -0.951 -0.205 2.953 -0.34
C 1.741 0.416 3.417 -0.63
F 1.328 0.942 4.562 0.12
F 2.203 -0.827 3.556 0.12
F 2.787 1.105 2.952 0.14
C -1.370 -6.079 -2.031 -0.61
F -1.739 -6.890 -1.061 0.14
F -0.343 -5.343 -1.460 0.08
F -0.906 -6.846 -3.000 0.16
S -2.903 -4.954 -2.432 0.70
O -3.726 -4.772 -1.232 -0.30
O -2.355 -3.726 -2.953 -0.35
N -3.757 -6.006 -3.534 -0.29
S -4.282 -5.109 -4.650 0.58
O -4.901 -3.856 -4.186 -0.36
O -3.275 -4.898 -5.735 -0.36
C -5.780 -6.122 -5.419 -0.63
F -5.348 -7.309 -5.856 0.14
F -6.718 -6.253 -4.511 0.16
F -6.319 -5.383 -6.414 0.12
C 3.994 1.222 -1.036 -0.59
F 4.284 2.337 -1.765 0.11
F 3.101 1.673 -0.130 0.08
F 3.433 0.292 -1.749 0.17
S 5.727 0.680 -0.128 0.74
O 6.664 0.465 -1.259 -0.31
O 6.076 1.763 0.791 -0.31
N 5.332 -0.829 0.641 -0.34
S 6.710 -1.336 1.195 0.56
O 6.897 -2.737 1.065 -0.28
O 7.916 -0.511 0.979 -0.30
C 6.461 -1.132 3.173 -0.62
F 7.540 -1.655 3.759 0.13
F 6.359 0.173 3.516 0.10
F 5.330 -1.746 3.505 0.10
```